{
  "formula": "C13H8N4O",
  "method": "ωB97M-V/def2-TZVPD",
  "symbols": ["O", "N", "N", "C", "C", "C", "C", "C", "C", "C", "C", "C", "C", "C", "C", "C", "N", "N", "H", "H", "H", "H", "H", "H", "H", "H"],
  "coordinates": [[2.25298, 2.34262, 0.11771], [-4.85627, 1.46893, 1.52114], [-2.16143, -0.67718, 0.18638], [1.27756, 1.67570, -0.19008], [-4.32276, 0.37305, 0.98062], [-2.90647, 0.29508, 0.73896], [-4.02481, 2.54488, 1.92612], [-0.87524, -0.03449, 0.04170], [-2.71739, 2.54209, 1.83618], [-0.82717, 1.18529, 0.67275], [2.14052, -1.06468, -2.84617], [1.04710, -1.96004, -2.56865], [2.26584, 0.03405, -1.98587], [0.10500, -1.74034, -1.58597], [1.23183, 0.41523, -1.08197], [0.15288, -0.48361, -0.83046], [0.18644, 2.00228, 0.60333], [-2.12265, 1.40531, 1.20550], [-4.88298, -0.49159, 0.57221], [-4.53649, 3.35234, 2.48462], [-2.23458, 3.33282, 2.42399], [2.91661, -1.32330, -3.63738], [1.22198, -2.79236, -3.25383], [3.16925, 0.69772, -1.96925], [-0.63090, -2.51716, -1.31524], [0.17612, 2.93919, 0.87783]],
  "forces_ev_per_a": [[0.7, -0.2, -1.8], [0.6, -1.1, -0.9], [0.5, 3.3, -0.1], [2.0, -0.8, 0.9], [0.4, 1.8, 0.4], [1.5, -0.7, 0.8], [-3.0, -1.3, 0.4], [-2.4, -1.5, 0.8], [1.6, -0.9, -0.2], [-4.6, -1.9, 0.4], [-0.2, 0.5, 1.4], [1.9, 0.7, -1.1], [0.7, 1.2, -0.3], [0.1, 0.8, 0.8], [-0.7, -0.3, 1.0], [1.1, -0.9, -1.9], [0.8, -0.2, -1.3], [1.0, 0.5, -0.8], [-0.2, 0.8, 0.7], [0.3, -0.6, -0.6], [0.8, -0.6, -0.9], [-1.2, 0.4, 1.3], [-1.3, -0.5, 0.7], [-0.9, -0.7, -0.4], [0.3, 0.7, -0.3], [0.0, 1.4, 0.8]],
  "nbo_charge": [-0.594, -0.411, -0.409, 0.656, 0.070, 0.276, -0.052, 0.023, -0.065, 0.334, -0.224, -0.195, -0.167, -0.199, -0.148, -0.006, -0.581, -0.336, 0.221, 0.215, 0.237, 0.229, 0.224, 0.237, 0.241, 0.426],
  "e_above_lowest_kj_mol": 145.97,
  "homo_lumo_gap_ev": 7.55,
  "lumo_ev": -0.38,
  "spin_multiplicity": 1
}

***

{
  "formula": "C13H8NPdSSe3Te",
  "method": "ωB97M-V/def2-TZVPD",
  "symbols": ["Pd", "Se", "Se", "Te", "Se", "S", "C", "C", "C", "C", "C", "C", "N", "C", "C", "C", "C", "C", "C", "C", "H", "H", "H", "H", "H", "H", "H", "H"],
  "coordinates": [[0.12432, 0.34449, -0.25403], [-1.85389, 1.71849, -0.57526], [0.09712, 2.86842, -0.08628], [1.70736, -0.01321, -2.27489], [2.54756, -0.26272, 0.01129], [-1.03174, -1.90203, 3.60924], [-0.26412, -0.47500, 4.22059], [-0.01786, -0.11338, 5.54299], [0.62660, 1.08573, 5.77672], [1.01541, 1.91024, 4.71203], [0.76996, 1.55409, 3.40109], [0.12370, 0.34341, 3.15814], [-0.19288, -0.16926, 1.90601], [-0.78761, -1.31677, 1.98791], [-1.18638, -2.05376, 0.78929], [-1.87243, -3.26656, 0.87261], [-2.24220, -3.92512, -0.28305], [-1.91991, -3.35338, -1.51322], [-1.23579, -2.14942, -1.58130], [-0.83870, -1.45976, -0.43182], [-0.31892, -0.75097, 6.36427], [0.83020, 1.38992, 6.79568], [1.51460, 2.84768, 4.92215], [1.03656, 2.18198, 2.56089], [-2.11959, -3.69422, 1.83908], [-2.77633, -4.86545, -0.23356], [-2.21030, -3.85678, -2.42889], [-0.99635, -1.73796, -2.55249]],
  "forces_ev_per_a": [[0.0, -0.3, 0.4], [0.0, 0.2, -0.1], [-0.1, 0.1, -0.1], [-0.2, 0.1, -0.1], [0.3, -0.1, 0.0], [-0.1, -0.1, 0.1], [0.0, 0.0, 0.2], [0.0, 0.0, 0.0], [0.0, 0.0, -0.1], [0.0, 0.0, 0.0], [0.0, 0.0, 0.0], [0.0, 0.1, -0.2], [-0.1, 0.0, 0.2], [-0.1, -0.2, -0.2], [0.1, 0.2, 0.3], [0.0, -0.1, 0.0], [0.0, 0.1, 0.0], [0.0, 0.0, 0.1], [0.1, 0.1, 0.0], [-0.1, -0.1, -0.3], [0.0, 0.0, 0.0], [0.0, 0.0, 0.0], [0.0, 0.0, 0.0], [0.0, 0.0, 0.0], [0.0, 0.0, 0.0], [0.0, 0.0, 0.0], [0.0, 0.0, 0.0], [0.0, 0.0, 0.0]],
  "nbo_charge": [0.497, -0.298, -0.422, 0.067, -0.428, 0.372, -0.251, -0.213, -0.223, -0.219, -0.211, 0.199, -0.497, 0.113, -0.119, -0.202, -0.253, -0.200, -0.263, -0.152, 0.210, 0.205, 0.210, 0.261, 0.200, 0.201, 0.200, 0.216],
  "total_charge": -1,
  "homo_lumo_gap_ev": 5.62,
  "lumo_ev": 2.10,
  "spin_multiplicity": 1
}